Entry 1:
Density functional theory data (wB97M-V/def2-TZVPD) for 2 unconnected molecules or ions with the total composition C13H25BFN2O4 in a non-equilibrium geometry.

Element x y z (Å)
H: -0.655 -0.294 -1.040
C: -0.126 -0.087 1.030
H: 1.435 1.962 2.916
N: -0.634 0.566 2.300
H: -1.604 0.359 4.967
C: 0.112 0.335 3.596
O: -0.140 -1.851 -2.529
H: -0.760 -0.466 -5.205
H: -3.592 -0.913 -3.126
H: -2.684 1.115 -5.384
C: 1.199 0.546 0.561
B: -2.198 0.238 -3.748
H: 2.304 0.478 3.321
H: 0.925 -2.955 2.715
C: 0.199 -1.013 -3.317
O: -2.847 1.260 -4.444
H: -0.062 0.742 5.697
C: 0.339 -1.177 3.773
C: 0.215 1.180 -4.115
H: 0.539 -2.028 0.409
H: 2.046 0.337 1.209
H: -2.049 -0.363 0.013
O: -1.817 0.377 2.442
H: 1.947 -1.582 2.377
H: -0.906 -2.071 1.395
C: 0.908 -1.878 2.537
H: -0.613 -1.653 4.033
O: -2.889 -0.388 -2.728
H: -1.267 1.188 -0.312
H: -0.111 2.084 -4.616
C: -0.661 0.879 4.800
C: -1.087 0.126 -0.135
C: -0.693 -0.084 -4.179
H: 1.002 -1.322 4.626
C: 0.071 -1.587 1.289
C: 1.523 0.485 -4.564
H: 1.105 1.627 0.454
H: 1.457 0.147 -0.417
H: 1.677 1.510 4.577
H: 2.434 1.072 -4.597
H: -0.868 1.944 4.690
C: 1.459 1.107 3.592
H: 2.172 -0.678 -2.914
F: 0.395 1.381 -2.733
H: 1.281 0.047 -5.536
N: 1.516 -0.701 -3.681

Charge   +1
Lowest unoccupied orbital energy   -0.2346 Ha

Löwdin atomic charge list, values in e, 8 entries: 0.0596 -0.4233 0.0934 0.0719 0.0921 -0.4309 0.1013 0.1603



Entry 2:
Density functional theory data (wB97M-V/def2-TZVPD) for 3 unconnected molecules or ions with the total composition C13H25BINO6PS3 in a non-equilibrium geometry.

Element x y z (Å)
H: 0.049 2.628 2.522
H: 0.552 -1.122 -2.968
H: 1.738 0.016 -4.981
H: 3.558 5.172 1.832
H: 2.042 -0.257 -2.781
P: 2.079 -0.951 0.002
H: -5.488 -4.091 0.201
H: 3.583 0.763 0.765
H: -5.287 -1.274 -0.966
O: 1.142 5.153 0.594
H: 4.409 -0.267 -0.384
C: 0.602 0.143 -0.241
O: 2.401 -0.663 -5.144
H: -0.227 -0.423 -0.662
C: -5.197 -3.405 -0.598
H: -6.360 -1.800 0.332
C: 0.403 -3.868 -2.046
C: 0.433 3.638 2.639
H: 0.592 4.148 4.749
I: 4.184 -2.914 -1.771
H: 1.677 2.866 4.229
O: 1.855 2.746 0.591
C: 2.108 -1.703 -4.271
H: 1.928 5.834 3.544
C: -4.258 -1.706 0.878
S: 1.578 3.967 1.289
C: 2.977 4.397 2.324
C: 1.235 3.819 3.935
O: 2.250 -2.829 -4.650
H: -0.380 4.356 2.560
C: 2.352 4.833 3.646
H: -5.821 -3.627 -1.463
C: -5.381 -1.958 -0.121
H: -3.355 -4.598 -0.727
C: 3.476 0.242 -0.181
H: 3.280 1.004 -0.932
C: -3.711 -3.594 -0.933
B: 2.073 -2.124 -1.615
H: -4.435 -2.227 1.818
H: 0.801 0.960 -0.932
H: -4.061 -0.653 1.064
H: 0.279 0.594 0.689
S: -2.809 -2.446 0.117
O: -2.070 -3.166 1.117
N: 1.090 -3.300 -1.268
O: -2.184 -1.444 -0.707
C: 1.632 -1.256 -2.927
H: -3.484 -3.334 -1.963
H: 3.578 3.496 2.445
S: -0.520 -4.635 -3.092
H: 3.091 4.860 4.445

Charge   -1
Relative energy (zero: lowest compared OMol25 entry of this formula, charge and spin)   0.0 kcal/mol
Lowest unoccupied orbital energy   0.0789 Ha

Löwdin atomic charge list, values in e, 8 entries: 0.0984 0.1154 0.0915 0.1049 0.0848 0.8232 0.1127 -0.0049



Number 1: energy -1045.2969 hartree, HOMO energy -12.42 eV. Number 2: energy -2875.1340 hartree, HOMO energy -3.82 eV.